# 1
DFT (ωB97M-V with the def2-TZVPD basis set) results for a structure of composition C28H28BIrN8O2S in a non-equilibrium geometry.

## Properties
Calculated total energy (eV): -59849.90332

Geometry as ORCA input:
```
! RIJCOSX wB97M-V def2-TZVPD def2/J DEFGRID3
* xyz 1 2
Ir 0.07860 -0.23040 0.20360
C -0.20690 2.98450 -2.92740
C -0.56430 1.72800 -2.45410
N -0.11800 1.57060 -1.21060
N 0.52160 2.69230 -0.86170
C 0.48060 3.56200 -1.87620
B 1.11470 2.90270 0.54090
N 2.26350 1.89670 0.74080
C 3.53730 2.16320 1.04120
C 4.22600 0.96840 1.16090
C 3.26670 -0.00620 0.91860
N 2.09450 0.57400 0.66630
N 0.01130 2.58580 1.56370
C -0.60150 3.43760 2.39300
C -1.60070 2.75570 3.06610
C -1.52780 1.45390 2.58110
N -0.55090 1.37650 1.68060
H -0.43820 3.41080 -3.87970
H -1.12960 0.96410 -2.94700
H 0.93350 4.52760 -1.80250
H 1.50500 4.00440 0.66640
H 3.87280 3.17250 1.15470
H 5.26310 0.82460 1.38840
H 3.35800 -1.07200 0.91610
H -0.30080 4.46340 2.46220
H -2.28570 3.15530 3.78550
H -2.12160 0.59900 2.84390
C 3.43860 -0.40570 5.93640
C 2.26170 -0.86400 5.13360
C 0.97900 -0.39370 5.40160
C -0.10680 -0.82980 4.66010
C 0.09970 -1.72980 3.63190
C 1.36310 -2.21570 3.34540
C 2.43880 -1.77860 4.09670
S -1.26190 -2.41690 2.72330
O -2.49020 -1.76340 3.07350
O -1.20100 -3.84770 2.74150
N -0.89810 -1.92030 1.15160
C -1.61370 -2.39480 0.12140
C -2.50150 -3.48920 0.12430
C -3.05330 -3.88030 -1.07810
C -2.74210 -3.17790 -2.23990
C -1.91390 -2.06680 -2.14660
N -1.36110 -1.69220 -1.01130
H 3.13950 -0.02130 6.90820
H 3.95640 0.39280 5.40530
H 4.15140 -1.21470 6.07900
H 0.82410 0.29960 6.21480
H -1.10830 -0.49570 4.88220
H 1.47450 -2.95220 2.56460
H 3.42770 -2.17320 3.91120
H -2.69320 -4.00300 1.05060
H -3.71980 -4.72870 -1.12650
H -3.13040 -3.47810 -3.20040
H -1.68210 -1.48220 -3.02570
C 1.75040 -0.93280 -2.08360
C 2.92880 -0.52350 -2.69180
C 4.16240 -1.17730 -2.42470
C 5.31530 -0.81790 -3.07710
C 5.30340 0.22370 -4.00300
C 4.11300 0.90090 -4.26910
C 2.94680 0.53570 -3.64200
H 1.74540 -1.79940 -1.43780
H 0.81440 -0.54670 -2.44550
H 4.16150 -2.00050 -1.72630
H 6.23280 -1.35350 -2.88340
H 6.21030 0.49520 -4.52210
H 4.10900 1.71380 -4.98040
H 2.01620 1.03980 -3.86270
*
```

# 2
DFT (ωB97M-V with the def2-TZVPD basis set) results for a cluster of 2 separate species, C2H7FSi in total in a non-equilibrium geometry.

## Properties
Calculated total energy (eV): -12779.63149
Energy above the lowest of the compared OMol25 structures with the same formula, charge and spin (eV): 4.827

Geometry as ORCA input:
```
! RIJCOSX wB97M-V def2-TZVPD def2/J DEFGRID3
* xyz 0 1
C -1.36447 -0.68630 -0.14590
C 1.10759 0.60181 -0.67632
F 2.60650 1.37345 0.26386
Si 0.05028 0.08660 0.87162
H -2.13473 -1.00136 0.59338
H -1.90019 -0.10590 -1.01692
H -0.92495 -1.47589 -0.69735
H 1.72219 -0.25639 -1.05474
H 0.63900 1.26101 -1.46380
H -0.66155 1.02948 1.82525
H 0.86034 -0.82651 1.50090
*
```

# 3
DFT (ωB97M-V with the def2-TZVPD basis set) results for a structure of composition C18H27BrNTl in a non-equilibrium geometry.

## Properties
Calculated total energy (eV): -95312.65701

Geometry as ORCA input:
```
! RIJCOSX wB97M-V def2-TZVPD def2/J DEFGRID3
* xyz 2 1
C 0.23813 -3.09970 0.93480
H -0.10184 -3.70347 1.79960
H 0.59535 -3.61899 0.03970
H -0.63993 -2.61696 0.72030
C 1.43274 -2.25446 1.31635
H 1.78312 -1.58993 0.51601
H 1.32453 -1.59629 2.19109
C 2.56858 -3.24152 1.57541
H 3.42417 -2.70715 1.92874
H 2.31344 -3.91089 2.35803
H 2.88496 -3.72101 0.66174
C -0.14233 1.42492 -1.68404
C 1.13666 0.84935 -1.54628
C 1.05459 -0.50975 -1.96543
C -0.28044 -0.76824 -2.34583
C -1.02035 0.43688 -2.21016
C -2.46147 0.62923 -2.45309
C -0.78443 -2.02614 -2.90961
C 2.19002 -1.44553 -2.10312
C 2.37870 1.60826 -1.21062
C -0.49377 2.84537 -1.40638
Tl -2.11902 -0.64466 0.32012
H -1.84582 -2.15205 -2.70333
H -0.68157 -1.99409 -3.99110
H -0.21985 -2.88151 -2.55483
H -2.99663 -0.31658 -2.39519
H -2.91967 1.35758 -1.77873
H -2.57991 1.00291 -3.46490
H 0.23475 3.31325 -0.72236
H -0.51066 3.41506 -2.35258
H -1.49202 2.91924 -0.94780
H 3.19307 0.91867 -0.92082
H 2.75390 2.26028 -2.04027
H 2.18281 2.26783 -0.33932
H 1.94692 -2.38387 -1.58213
H 2.42410 -1.72386 -3.14761
H 3.11706 -1.03805 -1.64913
Br -4.41815 3.64366 2.93457
C -2.70570 2.79505 3.01622
C -1.89198 2.93969 4.16437
C -0.67631 2.23690 4.26897
C -0.35461 1.35956 3.21972
N -1.12729 1.25009 2.12984
C -2.25351 1.97427 1.98287
H -2.23279 3.60041 4.95368
H 0.03263 2.34550 5.09891
H 0.56202 0.76953 3.22661
H -2.82221 1.78119 1.06698
*
```

Number 1: molar mass 743.7 g/mol. Number 2: molar mass 78.2 g/mol. Number 3: molar mass 541.7 g/mol.